(1)
C41H50As2ClMoNOSi as an isolated structure. Source: OMol25; level of theory: ωB97M-V with the def2-TZVPD basis set.

Each line ends with the Löwdin charge.
CARTESIAN COORDINATES (ANGSTROEM)
1 Mo 0.42 -0.77 -0.04  1.279
2 C -1.18 0.55 -0.03  -0.377
3 Si -2.78 -0.08 -0.79  0.632
4 C -2.72 -1.80 -0.01  -0.182
5 N -1.31 -2.26 0.19  -0.256
6 C -0.70 -2.74 -1.04  -0.234
7 C -0.28 -4.20 -1.03  -0.175
8 C -1.50 -5.00 -0.55  -0.150
9 C -1.87 -4.59 0.89  -0.139
10 C -1.22 -3.26 1.29  -0.170
11 C -4.25 0.81 -0.15  -0.254
12 C -5.10 1.53 -1.00  -0.080
13 C -6.21 2.20 -0.50  -0.063
14 C -6.49 2.16 0.86  -0.060
15 C -5.64 1.47 1.72  -0.070
16 C -4.53 0.81 1.22  -0.103
17 C -2.59 -0.18 -2.62  -0.275
18 C -1.44 0.31 -3.25  -0.097
19 C -1.32 0.29 -4.63  -0.065
20 C -2.34 -0.25 -5.41  -0.058
21 C -3.48 -0.77 -4.80  -0.059
22 C -3.60 -0.73 -3.42  -0.090
23 H -1.34 0.42 1.06  0.033
24 H -1.08 1.62 -0.21  0.009
25 H -3.26 -2.55 -0.60  0.106
26 H -3.22 -1.75 0.96  0.092
27 H 0.25 -2.12 -1.26  0.014
28 H -1.34 -2.53 -1.89  0.138
29 H 0.56 -4.36 -0.36  0.088
30 H 0.03 -4.50 -2.03  0.127
31 H -1.28 -6.06 -0.61  0.121
32 H -2.34 -4.81 -1.23  0.118
33 H -1.53 -5.35 1.60  0.119
34 H -2.95 -4.53 1.00  0.115
35 H -0.18 -3.40 1.53  0.048
36 H -1.71 -2.84 2.17  0.133
37 H -4.89 1.57 -2.07  0.102
38 H -6.86 2.74 -1.17  0.113
39 H -7.36 2.67 1.25  0.114
40 H -5.86 1.45 2.78  0.110
41 H -3.88 0.28 1.92  0.094
42 H -0.64 0.75 -2.66  0.070
43 H -0.44 0.70 -5.11  0.104
44 H -2.25 -0.27 -6.49  0.114
45 H -4.27 -1.20 -5.40  0.114
46 H -4.50 -1.13 -2.96  0.113
47 C 0.56 4.00 -3.60  -0.053
48 C 1.44 2.93 -3.66  -0.066
49 C 1.72 2.20 -2.52  -0.136
50 C 1.15 2.55 -1.29  -0.354
51 C 0.25 3.61 -1.24  -0.108
52 C -0.04 4.33 -2.39  -0.047
53 As 1.57 1.50 0.30  1.300
54 C 0.89 2.58 1.74  -0.399
55 C 1.18 3.94 1.78  -0.109
56 C 0.64 4.74 2.78  -0.046
57 C -0.16 4.18 3.76  -0.051
58 C -0.39 2.81 3.77  -0.063
59 C 0.14 2.01 2.76  -0.127
60 C 3.48 1.76 0.56  -0.354
61 C 4.39 1.83 -0.49  -0.102
62 C 5.72 2.14 -0.24  -0.057
63 C 6.16 2.38 1.05  -0.057
64 C 5.26 2.28 2.11  -0.063
65 C 3.93 1.97 1.87  -0.116
66 H 0.34 4.58 -4.49  0.117
67 H 1.90 2.66 -4.60  0.116
68 H 2.40 1.36 -2.60  0.068
69 H -0.23 3.89 -0.31  0.098
70 H -0.74 5.16 -2.33  0.117
71 H 1.84 4.38 1.03  0.120
72 H 0.85 5.80 2.79  0.118
73 H -0.59 4.80 4.53  0.117
74 H -0.97 2.36 4.57  0.112
75 H -0.03 0.94 2.79  0.081
76 H 4.08 1.67 -1.51  0.084
77 H 6.42 2.21 -1.07  0.117
78 H 7.19 2.65 1.24  0.117
79 H 5.59 2.47 3.12  0.114
80 H 3.24 1.91 2.69  0.098
81 C 1.80 -4.46 2.83  -0.186
82 As 2.62 -2.85 2.22  1.035
83 C 4.23 -3.34 1.34  -0.205
84 C 3.11 -1.85 3.77  -0.177
85 O 1.52 -1.95 1.32  -0.654
86 H 2.51 -4.99 3.46  0.062
87 H 1.54 -5.09 1.98  0.049
88 H 0.91 -4.22 3.41  0.053
89 H 4.87 -3.81 2.09  0.062
90 H 4.72 -2.45 0.94  0.051
91 H 4.03 -4.04 0.53  0.023
92 H 3.57 -2.52 4.50  0.058
93 H 2.21 -1.41 4.20  0.051
94 H 3.81 -1.07 3.50  0.044
95 Cl 2.66 -2.71 -1.55  0.593
96 C 2.16 -0.99 -1.33  -0.690
97 H 2.01 -0.64 -2.34  0.009
98 H 3.02 -0.49 -0.89  -0.025

Summary:
Net charge   +2
Total energy   -190783.8318 eV
HOMO level (spin up / spin down)   -13.303 / -13.401 eV
M   882.18 g/mol
Strongest force on any atom   1.62 eV Å⁻¹



(2)
C41H50Ge2IrN3OS2 as an isolated structure. Source: OMol25; level of theory: ωB97M-V with the def2-TZVPD basis set.

Each line ends with the Löwdin spin population.
CARTESIAN COORDINATES (ANGSTROEM)
1 Ir -0.74 1.15 0.21  2.352
2 C -1.49 -1.69 2.44  0.008
3 N -1.85 -0.39 1.92  0.109
4 C -3.06 0.01 2.06  0.017
5 C -3.51 1.24 1.50  0.011
6 C -4.73 1.89 1.62  0.029
7 C -4.62 3.08 0.88  0.009
8 C -3.34 3.09 0.34  0.028
9 N -2.66 1.98 0.71  0.061
10 C -0.46 -1.64 3.54  0.000
11 C -0.21 -2.79 4.29  0.000
12 C 0.78 -2.80 5.26  0.000
13 C 1.53 -1.66 5.51  0.000
14 C 1.28 -0.51 4.77  0.000
15 C 0.29 -0.50 3.79  0.001
16 H -1.08 -2.28 1.61  0.001
17 H -2.38 -2.22 2.80  0.003
18 H -3.78 -0.60 2.61  0.004
19 H -5.59 1.54 2.18  0.003
20 H -5.37 3.84 0.74  0.001
21 H -2.87 3.84 -0.28  0.001
22 H -0.79 -3.68 4.10  0.000
23 H 0.96 -3.70 5.83  0.000
24 H 2.30 -1.66 6.26  0.000
25 H 1.86 0.39 4.95  0.000
26 H 0.10 0.39 3.21  0.004
27 C -3.33 -0.79 -4.73  0.016
28 Ge -2.43 0.59 -3.65  0.031
29 C -3.80 1.88 -3.10  0.000
30 C -1.13 1.50 -4.80  0.004
31 Ge -1.29 -0.49 -1.78  0.205
32 C 0.07 -1.57 -2.73  0.040
33 C -0.28 -2.71 -3.46  0.010
34 C 0.66 -3.42 -4.19  0.002
35 C 1.98 -2.99 -4.21  0.002
36 C 2.35 -1.85 -3.51  0.000
37 C 1.40 -1.15 -2.77  0.006
38 C -2.60 -1.78 -1.06  0.042
39 C -2.26 -3.08 -0.68  0.016
40 C -3.18 -3.93 -0.08  0.000
41 C -4.47 -3.48 0.17  0.017
42 C -4.83 -2.19 -0.19  -0.001
43 C -3.90 -1.35 -0.80  0.014
44 H -3.89 -0.33 -5.56  0.002
45 H -4.03 -1.36 -4.12  0.000
46 H -2.60 -1.48 -5.16  0.000
47 H -4.11 2.48 -3.96  0.000
48 H -3.42 2.55 -2.33  0.000
49 H -4.68 1.37 -2.70  0.000
50 H -1.61 1.81 -5.74  0.001
51 H -0.30 0.83 -5.03  0.000
52 H -0.72 2.37 -4.30  0.001
53 H -1.32 -3.05 -3.45  0.001
54 H 0.36 -4.30 -4.74  0.000
55 H 2.72 -3.54 -4.79  0.000
56 H 3.37 -1.51 -3.53  0.000
57 H 1.70 -0.26 -2.23  0.002
58 H -1.25 -3.45 -0.86  0.001
59 H -2.89 -4.93 0.21  0.000
60 H -5.20 -4.13 0.65  0.001
61 H -5.83 -1.83 0.00  0.000
62 H -4.19 -0.34 -1.05  0.000
63 C 2.99 4.92 -1.48  0.002
64 O 1.70 4.46 -1.09  0.028
65 C 1.20 3.38 -1.73  0.061
66 S 2.04 2.52 -2.85  0.073
67 S -0.45 3.11 -1.28  0.273
68 H 3.20 5.77 -0.83  0.000
69 H 2.99 5.23 -2.53  0.001
70 H 3.74 4.14 -1.35  0.000
71 C 3.41 2.88 3.38  0.010
72 C 2.76 3.05 1.99  0.016
73 C 1.27 3.31 2.19  0.014
74 C 3.21 1.88 1.13  0.149
75 C 4.55 1.91 0.78  -0.014
76 C 5.18 0.85 0.14  0.141
77 C 4.48 -0.34 -0.02  -0.012
78 C 3.15 -0.46 0.33  0.146
79 C 2.59 -1.87 0.38  0.016
80 C 1.09 -2.04 0.64  0.009
81 C 3.33 -2.64 1.50  0.009
82 C 2.43 0.74 0.71  0.091
83 N 1.12 0.77 0.55  0.897
84 H 3.19 3.75 4.01  0.001
85 H 4.49 2.77 3.31  0.000
86 H 3.01 1.99 3.87  0.000
87 H 3.18 3.95 1.53  0.003
88 H 0.76 2.45 2.62  0.009
89 H 0.77 3.58 1.26  0.004
90 H 1.15 4.15 2.88  0.001
91 H 5.12 2.80 1.01  -0.003
92 H 6.21 0.93 -0.17  0.010
93 H 4.99 -1.22 -0.41  -0.002
94 H 2.83 -2.35 -0.57  0.004
95 H 0.84 -1.62 1.62  0.002
96 H 0.85 -3.10 0.65  0.001
97 H 0.48 -1.55 -0.11  0.007
98 H 3.12 -2.18 2.47  0.000
99 H 4.41 -2.63 1.35  0.000
100 H 2.99 -3.67 1.53  0.001

Summary:
Net charge   -1
Total energy   -187386.7361 eV
Multiplicity   6
HOMO level (spin up / spin down)   -3.201 / -5.125 eV
ΔE to the lowest compared entry with this formula, charge and spin   0.044 eV
M   1002.44 g/mol
Strongest force on any atom   0.48 eV Å⁻¹



- Among the records above, which one has the highest net charge?
  C41H50As2ClMoNOSi



- What is the formula in the second record?
  C41H50Ge2IrN3OS2



- net charge of number 2 (C41H50Ge2IrN3OS2)?
  -1



- What is the total energy in the second record?
  -187386.7361 eV